[1]
3 unconnected molecules or ions with the total composition C3H14NO2S2, computed with the ωB97M-V functional and the def2-TZVPD basis.

Geometry as XYZ:
```
22
Properties=species:S:1:pos:R:3:nbo_charge:R:1
N 0.4889 -1.8286 0.0047 -0.711
C -0.8287 -1.1642 0.0843 -0.065
C -1.2020 -0.6994 -1.3428 -0.628
C -0.8861 0.0112 1.1084 -0.588
S 0.5610 0.0847 2.1413 0.046
S 1.0365 1.9614 2.6798 -0.050
H 0.6316 -2.6007 -0.6605 0.445
H 1.2886 -1.2022 -0.2807 0.486
H 0.6628 -2.3688 0.8602 0.441
H -1.6601 -1.7950 0.4067 0.237
H -1.7132 -1.5210 -1.8475 0.237
H -1.9613 0.0853 -1.3302 0.249
H -0.3858 -0.2305 -1.8663 0.212
H -1.0694 0.9397 0.5557 0.275
H -1.7501 -0.1830 1.7378 0.234
H -0.1946 2.2352 3.1639 0.136
H 0.6065 3.4931 -0.1418 0.482
H -0.8225 3.6791 0.3737 0.482
O -0.2332 3.0495 -0.0556 -0.959
H 1.9134 -0.0989 -2.0153 0.494
H 3.2446 -0.8906 -1.8032 0.512
O 2.2731 -0.9562 -1.7725 -0.966
```

Values from the calculation:
Net charge: +1
Energy above the lowest of the compared OMol25 structures with the same formula, charge and spin: 1.2338 eV
Orbital gap: 8.734 eV
HOMO: -11.816 eV



[2]
A molecular structure, C30H37BBr2N3O6PS2SeTi, computed with the ωB97M-V functional and the def2-TZVPD basis.

Geometry as XYZ:
```
84
Properties=species:S:1:pos:R:3:lowdin_spin:R:1
Ti -0.4923 0.6757 -0.4434 0.095
C -2.8066 3.7896 2.2176 0.000
C -2.4919 2.5252 1.4412 0.001
S -0.8771 1.8548 1.6589 0.005
C -3.3898 1.9350 0.6423 0.001
C -4.7961 2.4542 0.4865 0.000
S -3.0031 0.5113 -0.3191 0.003
H -1.8991 4.1840 2.6719 0.000
H -3.5352 3.6101 3.0181 0.000
H -3.2184 4.5567 1.5554 0.000
H -5.1482 2.9422 1.4011 0.000
H -5.4722 1.6321 0.2469 0.000
H -4.8588 3.1810 -0.3324 0.000
Br -1.6432 4.9015 -2.6956 0.010
C -0.2511 3.7010 -3.1552 0.048
C 0.5668 3.9590 -4.2442 0.027
C 1.5807 3.0707 -4.5518 0.065
Br 2.6908 3.4782 -6.0486 0.005
C 1.8139 1.8974 -3.8175 0.022
C 2.8069 0.9141 -4.0850 0.256
C 2.8536 -0.2228 -3.2690 0.047
C 1.9951 -0.3800 -2.2152 0.173
N 1.0562 0.5720 -1.8786 0.138
C 0.9617 1.6792 -2.7087 0.035
C -0.0635 2.5702 -2.3693 0.037
O -0.7991 2.2604 -1.3052 -0.012
H 0.4075 4.8392 -4.8487 0.001
H 3.4789 1.0265 -4.9225 0.018
H 3.5737 -1.0053 -3.4739 -0.003
H 2.0211 -1.2623 -1.5951 0.009
C 2.6339 0.2099 4.4453 0.000
C 1.6355 0.8864 3.5309 0.000
O 2.3256 1.3439 2.3459 0.002
P 1.9455 0.8268 0.8543 0.007
O 2.8969 1.8535 0.0585 0.002
C 2.4302 3.2059 -0.1359 0.001
C 3.1599 4.1558 0.7889 0.000
O 2.8055 -0.5195 0.7049 0.002
C 4.2169 -0.5696 0.9614 0.001
C 4.5761 -2.0045 1.2702 0.000
H 2.1287 -0.1119 5.3596 0.000
H 3.4444 0.8926 4.7141 0.000
H 3.0594 -0.6708 3.9571 0.000
H 1.1854 1.7570 4.0043 0.000
H 0.8376 0.1943 3.2716 0.000
H 1.3502 3.2600 0.0321 0.000
H 2.6224 3.4522 -1.1773 0.000
H 2.9214 3.9340 1.8301 0.000
H 2.8659 5.1851 0.5662 0.000
H 4.2395 4.0597 0.6482 0.000
H 4.4623 0.0877 1.7952 0.000
H 4.7434 -0.2118 0.0768 0.001
H 3.9199 -2.3952 2.0528 0.000
H 5.6141 -2.0668 1.6060 0.000
H 4.4545 -2.6315 0.3830 0.000
O -1.4234 -2.4016 -1.3480 -0.001
B -1.0718 -1.0511 -1.5659 -0.001
O -1.3281 -0.7667 -2.9371 0.001
C -1.8397 -1.8984 -3.4969 0.000
C -2.2464 -2.1196 -4.7915 0.000
C -2.7219 -3.3985 -5.0990 0.000
C -2.7756 -4.3986 -4.1337 0.000
C -2.3545 -4.1585 -2.8222 0.000
C -1.8929 -2.8951 -2.5341 0.000
H -2.1972 -1.3337 -5.5352 0.000
H -3.0542 -3.6121 -6.1079 0.000
H -3.1486 -5.3811 -4.4025 0.000
H -2.3915 -4.9287 -2.0596 0.000
C -0.3226 -5.1170 2.2659 0.000
N -1.3432 -4.1862 2.7153 0.000
C -2.5097 -4.5105 3.3912 0.000
C -3.1622 -3.3535 3.6117 0.000
N -2.3926 -2.3383 3.0709 0.000
C -2.7235 -0.9153 3.0899 0.000
C -1.2668 -2.8451 2.5298 0.000
Se 0.1075 -1.9627 1.6776 0.001
H -0.5357 -6.0967 2.6876 0.000
H 0.6540 -4.7703 2.5933 0.000
H -0.3089 -5.1719 1.1784 0.000
H -2.7728 -5.5253 3.6413 0.000
H -4.1096 -3.1649 4.0898 0.000
H -3.5882 -0.7713 3.7348 0.000
H -2.9405 -0.5598 2.0903 0.000
H -1.8757 -0.3419 3.4605 0.000
```

Values from the calculation:
Net charge: -1
Energy above the lowest of the compared OMol25 structures with the same formula, charge and spin: 1.5577 eV
Multiplicity: 2
Orbital gap (spin up / spin down): 4.705 / 5.927 eV
HOMO (spin up / spin down): -2.552 / -3.774 eV



[3]
3 unconnected molecules or ions with the total composition C9H18O, computed with the ωB97M-V functional and the def2-TZVPD basis.

Geometry as XYZ:
```
28
Properties=species:S:1:pos:R:3:nbo_charge:R:1
C -1.7885 -0.5346 0.7891 0.293
C -0.0679 -0.2236 -0.5942 -0.115
C 0.4553 0.5305 0.4426 -0.316
C -1.9104 0.1663 2.1252 -0.688
C -1.6884 -2.0330 0.9282 -0.663
C -0.6244 0.4112 -1.8262 -0.660
C 2.6967 1.5370 -1.5263 -0.688
C 2.3541 0.5025 -0.5102 0.016
C 3.1856 -0.4132 -0.0426 -0.503
O -2.8868 -0.2565 -0.0498 -0.740
H -3.3209 0.5581 0.2290 0.469
H 0.3094 -1.2324 -0.7289 0.211
H 0.7693 0.0848 1.3755 0.213
H 0.2303 1.5910 0.4570 0.208
H -1.0799 -0.0728 2.7890 0.224
H -1.9687 1.2511 2.0042 0.209
H -0.8115 -2.3131 1.5121 0.208
H -1.6249 -2.5138 -0.0485 0.217
H -2.5760 -2.4461 1.4289 0.201
H -2.8183 -0.1600 2.6534 0.221
H -1.5695 -0.0697 -2.0878 0.245
H -0.8060 1.4777 -1.6983 0.207
H 0.0373 0.2384 -2.6759 0.221
H 3.7597 1.5126 -1.8065 0.206
H 2.4827 2.5429 -1.1534 0.215
H 2.1117 1.4018 -2.4406 0.214
H 4.2531 -0.4178 -0.2769 0.186
H 2.8970 -1.1195 0.7319 0.188
```

Values from the calculation:
Net charge: 0
Energy above the lowest of the compared OMol25 structures with the same formula, charge and spin: 5.3379 eV
Orbital gap: 7.231 eV
HOMO: -6.473 eV



[4]
A single C2H6O4S2 molecule, computed with the ωB97M-V functional and the def2-TZVPD basis.

Geometry as XYZ:
```
14
Properties=species:S:1:pos:R:3:nbo_charge:R:1
C -1.7997 0.1121 0.6048 -0.634
C -0.8439 -0.0853 -0.4170 -0.699
O 0.4176 -2.5076 -0.2379 -0.879
O 1.6763 -0.4709 -1.0649 -0.929
O 1.4542 1.6561 0.2877 -0.743
O 1.0654 -0.6784 1.2586 -0.948
S 2.4268 0.6758 -0.0609 1.153
S 0.5286 -1.1224 -0.0162 2.326
H -1.4308 0.4209 1.7083 0.239
H -2.4416 0.9864 0.3283 0.235
H -2.3924 -0.7878 0.8006 0.223
H -0.4145 0.8887 -0.7704 0.273
H -1.4185 -0.4588 -1.3083 0.258
H 3.1725 1.3710 -1.1127 0.125
```

Values from the calculation:
Net charge: 0
Energy above the lowest of the compared OMol25 structures with the same formula, charge and spin: 0.8529 eV
Multiplicity: 3
Orbital gap (spin up / spin down): 5.738 / 8.356 eV
HOMO (spin up / spin down): -5.360 / -11.653 eV



[5]
A molecular structure, C39H37Cl2FeIN2O2PSe, computed with the ωB97M-V functional and the def2-TZVPD basis.

Geometry as XYZ:
```
86
Properties=species:S:1:pos:R:3:lowdin_spin:R:1
Fe 0.3729 -1.1049 -0.0508 3.586
Cl -3.6680 -3.4544 5.4314 -0.009
C -2.4499 -2.8632 4.3153 0.009
C -1.1892 -2.5667 4.8079 0.168
C -0.2425 -2.1026 3.8881 0.020
Cl 1.3624 -1.7163 4.4842 -0.007
C -0.4989 -1.9335 2.5436 0.093
O 0.4701 -1.5071 1.7308 0.186
C -1.8193 -2.2271 2.0520 0.048
C -2.2122 -2.0553 0.7139 0.289
O -1.4797 -1.5955 -0.2689 0.288
C -2.7744 -2.7067 2.9902 0.132
H -0.9410 -2.6859 5.8509 0.012
H -3.2306 -2.3433 0.4528 0.017
H -3.7735 -2.9438 2.6475 0.005
I 2.5270 -1.3060 -1.6336 0.045
C 3.8130 0.2085 -0.9710 0.000
C 5.1024 -0.2413 -0.9495 0.003
C 6.1811 0.6170 -0.6446 0.000
C 5.9192 1.9236 -0.4149 0.001
C 4.5902 2.4219 -0.4245 0.000
C 4.4188 3.8122 -0.2127 0.001
C 3.1836 4.3656 -0.2143 0.000
C 2.0671 3.5205 -0.3589 0.002
C 2.1551 2.1656 -0.5364 0.002
P 0.4922 1.3263 -0.4339 0.025
C -0.2306 2.1936 0.9933 0.003
C -0.8592 3.4278 0.8633 0.001
C -1.3819 4.0689 1.9753 0.000
C -1.2830 3.4728 3.2263 0.000
C -0.6575 2.2416 3.3621 0.000
C -0.1274 1.5994 2.2497 0.000
C -0.3521 1.9346 -1.9460 0.005
C -1.7271 1.7220 -2.1850 0.003
C -2.2149 2.0416 -3.4534 0.000
C -1.4134 2.5731 -4.4482 0.003
C -0.0687 2.7902 -4.2023 0.000
C 0.4508 2.4611 -2.9618 0.003
C 3.4662 1.5683 -0.6470 0.000
H 5.3112 -1.2756 -1.1864 0.001
H 7.1915 0.2317 -0.6265 0.000
H 6.7225 2.6228 -0.2177 0.000
H 5.3025 4.4192 -0.0570 0.000
H 3.0432 5.4283 -0.0696 0.000
H 1.0874 3.9760 -0.2930 0.000
H -0.9458 3.8857 -0.1149 0.000
H -1.8775 5.0253 1.8634 0.000
H -1.7024 3.9662 4.0938 0.000
H -0.5876 1.7636 4.3306 0.000
H 0.3327 0.6251 2.3702 0.000
H -2.8213 0.0571 -1.5083 0.000
H -3.2588 1.8557 -3.6643 0.000
H -1.8387 2.8089 -5.4155 0.000
H 0.5777 3.1978 -4.9683 0.000
H 1.5085 2.6093 -2.7901 0.000
C -4.1744 3.2184 -1.2340 0.000
C -4.0894 1.7161 -0.9602 0.000
C -4.4474 1.4614 0.5080 0.002
C -5.1298 0.9985 -1.8284 0.000
C -2.6743 1.0908 -1.1915 -0.001
H -5.1711 3.5774 -0.9642 0.000
H -4.0080 3.4666 -2.2834 0.000
H -3.4545 3.7777 -0.6392 0.000
H -5.4884 1.7317 0.7033 0.000
H -3.8107 2.0475 1.1750 0.000
H -4.3122 0.4081 0.7643 0.002
H -6.1335 1.3684 -1.6049 0.000
H -5.1147 -0.0764 -1.6354 0.000
H -4.9578 1.1481 -2.8958 0.000
H -2.1870 0.9917 -0.2252 -0.001
C 1.5388 -4.3324 1.7433 0.000
N 2.0888 -5.0462 0.5889 0.005
C 3.1308 -5.9501 0.6133 0.001
C 3.3272 -6.3625 -0.6557 0.002
N 2.4021 -5.6991 -1.4410 0.005
C 2.2563 -5.8261 -2.8819 0.001
C 1.6396 -4.8909 -0.6752 0.009
Se 0.2327 -3.7859 -1.1654 0.040
H 1.9247 -4.8011 2.6451 0.000
H 0.4531 -4.3925 1.7199 0.000
H 1.8186 -3.2802 1.7140 0.000
H 3.6308 -6.2208 1.5252 0.000
H 4.0307 -7.0627 -1.0675 0.000
H 2.8574 -6.6692 -3.2126 0.000
H 2.5893 -4.9153 -3.3776 0.000
H 1.2103 -5.9911 -3.1282 0.001
```

Values from the calculation:
Net charge: 0
Energy above the lowest of the compared OMol25 structures with the same formula, charge and spin: 0.0000 eV
Multiplicity: 6
Orbital gap (spin up / spin down): 4.588 / 7.070 eV
HOMO (spin up / spin down): -4.836 / -7.327 eV



E readings, ordered: -1124.05010; -11342.88358; -428.76315; -1176.86331; -6992.92812 Ha